[1]
115
Properties=species:S:1:pos:R:3:mulliken_charge:R:1 method="wB97M-V/def2-TZVPD" charge=-2 e_homo_ev=-1.5497 lumo_energy_ha=0.119 orbital_gap_ha=0.1758 max_force_ev_per_a=4.5
Cs 0.261 0.658 1.065 2.868
O 0.047 -0.876 2.717 -0.543
C -0.225 -0.684 4.000 1.857
C 0.239 0.767 4.517 -1.359
C -0.631 1.899 4.117 0.098
C -1.512 2.485 5.032 -0.371
C -2.374 3.472 4.598 -0.902
C -2.315 3.882 3.281 -0.680
C -1.336 3.326 2.448 -0.054
C -1.154 3.898 1.083 -1.599
C -1.191 2.990 -0.230 1.997
O -0.063 2.311 -0.441 -0.125
C -1.446 4.056 -1.314 -0.958
C -0.378 4.479 -2.091 -0.451
C -0.558 5.436 -3.072 -0.759
C -1.815 5.972 -3.292 -0.475
C -2.887 5.556 -2.518 -0.864
C -2.701 4.609 -1.529 -0.172
C -2.361 2.000 -0.280 -0.372
C -2.646 1.448 -1.529 -0.222
C -3.569 0.433 -1.675 -0.825
C -4.209 -0.089 -0.561 -0.711
C -3.939 0.445 0.686 -0.600
C -3.042 1.489 0.817 0.903
N -0.531 2.365 2.877 -0.099
C 0.565 -1.665 4.904 -0.396
C 0.408 -1.752 6.281 -0.001
C 1.157 -2.648 7.021 -0.993
C 2.077 -3.472 6.397 -0.465
C 2.238 -3.397 5.025 -0.871
C 1.488 -2.499 4.290 -0.272
C -1.704 -0.976 4.312 0.224
C -2.346 -1.841 3.432 -0.676
C -3.653 -2.238 3.626 -0.502
C -4.365 -1.762 4.713 -0.676
C -3.746 -0.897 5.597 -1.190
C -2.430 -0.511 5.401 0.249
H 1.225 0.884 4.072 0.086
H 0.344 0.751 5.602 0.696
H -1.509 2.194 6.073 0.429
H -3.074 3.928 5.288 0.392
H -2.986 4.647 2.911 0.396
H -0.155 4.336 1.037 0.453
H -1.889 4.697 0.956 0.396
H 0.579 4.018 -1.902 0.498
H 0.277 5.775 -3.673 0.422
H -1.967 6.717 -4.063 0.354
H -3.870 5.979 -2.688 0.372
H -3.537 4.288 -0.922 0.445
H -2.121 1.829 -2.393 0.501
H -3.794 0.039 -2.660 0.426
H -4.920 -0.899 -0.673 0.327
H -4.430 0.051 1.568 0.498
H -2.889 1.915 1.793 -0.028
H -0.306 -1.122 6.792 0.228
H 1.022 -2.700 8.096 0.385
H 2.666 -4.166 6.982 0.344
H 2.954 -4.038 4.527 0.385
H 1.595 -2.416 3.219 0.333
H -1.773 -2.205 2.596 0.369
H -4.118 -2.927 2.930 0.438
H -5.389 -2.071 4.878 0.368
H -4.294 -0.522 6.454 0.379
H -1.979 0.153 6.119 0.436
C 3.209 -0.358 -0.466 -0.399
P 3.956 -0.131 -2.126 -0.618
C 3.015 -1.252 -3.233 0.127
N 3.734 -1.430 -4.333 -0.424
C 3.295 -2.275 -5.288 0.086
C 3.992 -2.445 -6.497 -0.538
C 3.568 -3.384 -7.407 -0.468
C 2.446 -4.177 -7.151 -0.591
C 1.720 -4.004 -5.996 -0.558
C 2.118 -3.036 -5.059 0.112
N 1.356 -2.773 -3.981 -0.235
C 1.752 -1.883 -3.091 0.224
P 0.439 -1.395 -1.877 1.369
C -0.913 -1.325 -3.138 -1.822
C 0.046 -3.061 -1.072 2.307
C 1.288 -3.443 -0.269 -1.699
C -0.327 -4.215 -2.001 -1.908
C -1.094 -2.774 -0.097 -2.213
C 3.219 1.536 -2.676 2.161
C 3.397 2.526 -1.527 -1.941
C 4.086 1.942 -3.872 -1.820
C 1.754 1.483 -3.089 -1.137
H 3.136 -1.423 -0.252 0.409
H 2.239 0.119 -0.365 -0.864
H 3.890 0.088 0.260 0.296
H 4.871 -1.844 -6.682 0.458
H 4.113 -3.518 -8.332 0.368
H 2.142 -4.923 -7.873 0.373
H 0.834 -4.590 -5.791 0.462
H -0.894 -2.199 -3.788 0.512
H -0.764 -0.420 -3.729 0.396
H -1.869 -1.232 -2.630 0.110
H 2.149 -3.568 -0.927 0.368
H 1.128 -4.378 0.267 0.547
H 1.492 -2.667 0.464 -0.019
H 0.429 -4.349 -2.772 0.323
H -1.288 -4.045 -2.481 0.356
H -0.397 -5.134 -1.415 0.496
H -0.777 -2.029 0.630 0.064
H -1.364 -3.685 0.439 0.749
H -1.979 -2.401 -0.610 0.021
H 4.388 2.435 -1.085 0.449
H 2.649 2.358 -0.757 0.253
H 3.277 3.545 -1.894 0.416
H 5.131 1.994 -3.567 0.441
H 3.783 2.915 -4.261 0.408
H 3.995 1.199 -4.663 0.373
H 1.106 1.311 -2.233 0.124
H 1.573 0.714 -3.842 0.244
H 1.463 2.442 -3.519 0.407
I 4.470 1.345 3.032 -0.900

---

[2]
117
Properties=species:S:1:pos:R:3:mulliken_charge:R:1 method="wB97M-V/def2-TZVPD" e_homo_ev="-5.8399 / -8.2498" multiplicity=4 lumo_energy_ha="0.012 / -0.038" orbital_gap_ha="0.2264 / 0.2656" max_force_ev_per_a=0.8
Ti -1.054 -1.515 -0.120 -0.437
C 1.734 -4.618 0.221 -0.509
C 2.117 -4.535 1.694 -1.213
S 1.655 -2.978 2.496 0.326
C 0.844 -3.578 3.995 -1.112
C -0.438 -4.388 3.819 -0.987
S -1.666 -3.667 2.698 0.093
C -2.011 -5.075 1.626 -0.655
C -0.850 -5.579 0.775 -1.096
S 0.009 -4.328 -0.224 0.346
H 2.291 -3.880 -0.363 -0.046
H 2.027 -5.601 -0.156 0.601
H 1.659 -5.355 2.249 0.440
H 3.197 -4.671 1.772 0.628
H 1.555 -4.169 4.576 0.531
H 0.642 -2.676 4.573 0.463
H -0.197 -5.390 3.465 0.343
H -0.888 -4.511 4.807 0.573
H -2.374 -5.908 2.233 0.711
H -2.824 -4.743 0.988 0.086
H -0.104 -6.069 1.402 0.487
H -1.237 -6.332 0.088 0.585
O -3.487 -4.385 -1.611 -0.702
C -3.123 -3.243 -1.432 0.119
O -2.586 -2.810 -0.320 -0.164
C -3.274 -2.154 -2.497 -0.896
P -3.028 -0.545 -1.652 2.151
C -3.115 0.704 -2.977 -0.038
C -3.529 0.388 -4.271 -0.543
C -3.592 1.365 -5.254 -0.779
C -3.249 2.674 -4.954 -0.847
C -2.835 2.998 -3.670 -0.586
C -2.760 2.019 -2.694 0.201
C -4.627 -0.332 -0.798 0.431
C -5.768 0.093 -1.474 -0.757
C -6.977 0.204 -0.808 -0.776
C -7.057 -0.107 0.542 -0.615
C -5.924 -0.524 1.224 -0.883
C -4.713 -0.634 0.558 0.071
H -4.256 -2.243 -2.967 0.791
H -2.492 -2.298 -3.247 0.252
H -3.805 -0.627 -4.520 0.378
H -3.913 1.102 -6.253 0.452
H -3.301 3.438 -5.718 0.403
H -2.566 4.019 -3.430 0.453
H -2.421 2.290 -1.699 0.061
H -5.715 0.354 -2.524 0.407
H -7.856 0.537 -1.343 0.440
H -8.001 -0.022 1.063 0.395
H -5.975 -0.760 2.278 0.464
H -3.829 -0.954 1.101 0.343
C 7.642 3.722 1.972 -1.607
C 6.429 2.906 1.627 0.717
C 5.824 3.012 0.386 -0.932
C 4.691 2.270 0.056 0.984
C 4.102 2.430 -1.313 -1.174
C 4.146 1.420 1.015 0.085
Te 2.312 0.280 0.693 0.179
N 0.899 -0.932 -0.536 0.619
C 0.806 -1.451 -1.718 0.136
O -0.374 -1.916 -2.021 -0.438
C 1.877 -1.561 -2.751 0.324
C 3.225 -1.464 -2.417 -0.049
C 4.194 -1.529 -3.406 -1.030
C 3.817 -1.690 -4.732 -0.525
C 2.473 -1.802 -5.066 -0.864
C 1.504 -1.744 -4.079 -0.289
C 1.207 2.041 0.330 0.897
C 1.050 2.816 1.476 -0.686
C 0.351 4.011 1.439 -0.935
C -0.184 4.440 0.237 -0.809
C -0.007 3.678 -0.903 -0.607
C 0.678 2.462 -0.891 1.142
C 0.828 1.719 -2.185 -0.803
C 4.755 1.267 2.267 0.836
C 4.225 0.339 3.326 -1.532
C 5.887 2.021 2.550 -0.970
H 8.032 4.240 1.097 0.352
H 8.438 3.096 2.377 0.375
H 7.405 4.474 2.726 0.308
H 6.247 3.681 -0.355 0.368
H 4.873 2.708 -2.029 0.558
H 3.335 3.208 -1.322 0.305
H 3.638 1.507 -1.663 -0.328
H 3.523 -1.351 -1.380 0.430
H 5.240 -1.457 -3.140 0.464
H 4.571 -1.736 -5.506 0.399
H 2.181 -1.936 -6.099 0.431
H 0.455 -1.835 -4.322 0.440
H 1.473 2.481 2.415 0.433
H 0.220 4.590 2.343 0.464
H -0.738 5.368 0.186 0.393
H -0.404 4.032 -1.848 0.457
H 0.736 2.411 -3.021 0.720
H 0.053 0.958 -2.301 -0.485
H 1.790 1.217 -2.261 -0.358
H 4.076 -0.680 2.962 0.272
H 3.258 0.673 3.710 0.250
H 4.921 0.296 4.163 0.431
H 6.359 1.912 3.520 0.393
C -0.544 0.016 3.618 -0.579
C -1.237 0.426 2.364 -0.247
O -1.203 -0.456 1.379 1.703
C -1.867 1.682 2.191 0.410
C -2.385 2.087 0.943 1.162
C -2.981 3.317 0.781 -0.605
C -3.078 4.204 1.850 -0.695
C -2.565 3.830 3.089 -0.975
C -1.971 2.598 3.266 -0.689
H 0.018 -0.894 3.423 -1.097
H -1.244 -0.176 4.439 0.450
H 0.154 0.782 3.969 0.438
H -2.295 1.405 0.111 -1.162
H -3.377 3.592 -0.189 0.480
H -3.549 5.168 1.723 0.447
H -2.637 4.508 3.930 0.412
H -1.587 2.331 4.241 0.421

---

[3]
120
Properties=species:S:1:pos:R:3:mulliken_charge:R:1 method="wB97M-V/def2-TZVPD" charge=+1 e_homo_ev=-10.4827 lumo_energy_ha=-0.094 orbital_gap_ha=0.2908 max_force_ev_per_a=1.5
O -0.982 2.379 3.323 -0.454
C -1.693 3.606 3.256 -0.824
C -2.949 3.406 2.415 -0.844
C -2.742 2.592 1.133 -1.363
C -2.683 3.389 -0.187 -0.078
N -1.311 3.512 -0.686 0.933
C -0.212 3.928 0.037 0.123
C 0.859 3.957 -0.782 -1.634
N 0.395 3.537 -2.018 0.262
C -0.911 3.255 -1.936 -0.327
C -1.643 2.776 -3.147 -0.355
C -2.634 1.611 -2.963 -1.161
C -2.241 0.556 -1.941 -0.544
S -0.528 -0.036 -1.960 -0.094
C -0.184 -0.588 -3.601 -0.027
S -1.302 -0.952 -4.703 -0.165
N 1.203 -0.771 -3.891 0.004
C 1.796 -1.753 -2.954 -0.401
C 3.331 -1.674 -2.825 -0.576
O 3.899 -0.413 -3.155 -0.473
C 2.995 0.606 -2.824 -0.359
C 1.896 0.544 -3.860 0.019
H -0.036 2.517 3.239 0.287
H -1.073 4.439 2.927 0.415
H -2.014 3.871 4.262 0.379
H -3.380 4.381 2.194 0.319
H -3.653 2.868 3.040 0.450
H -3.601 1.933 1.045 0.543
H -1.887 1.927 1.215 0.736
H -3.323 2.933 -0.921 -0.130
H -3.033 4.397 0.016 0.632
H -0.224 4.192 1.074 0.419
H 1.868 4.247 -0.575 0.565
H 0.986 3.469 -2.828 0.321
H -0.913 2.506 -3.903 0.397
H -2.194 3.620 -3.563 0.220
H -3.590 2.035 -2.662 0.424
H -2.820 1.172 -3.931 0.525
H -2.877 -0.312 -2.096 0.837
H -2.410 0.873 -0.918 -0.093
H 1.370 -1.719 -1.952 0.253
H 1.561 -2.739 -3.344 0.363
H 3.836 -2.454 -3.379 0.356
H 3.556 -1.870 -1.775 0.266
H 2.621 0.503 -1.800 0.229
H 3.509 1.558 -2.932 0.443
H 2.412 0.642 -4.814 0.362
H 1.209 1.382 -3.800 -0.346
F -5.178 5.376 -0.886 -0.329
C -5.580 5.015 -2.129 0.025
C -4.651 5.036 -3.149 0.383
C -5.053 4.667 -4.425 -0.412
C -6.369 4.292 -4.659 -0.685
C -7.284 4.277 -3.614 -0.421
C -6.890 4.636 -2.332 -0.549
H -3.633 5.336 -2.947 0.380
H -4.338 4.673 -5.237 0.443
H -6.682 4.009 -5.655 0.415
H -8.310 3.987 -3.796 0.397
H -7.586 4.628 -1.504 0.457
F 2.319 -3.842 -0.563 -0.334
C 1.578 -4.945 -0.823 0.370
C 0.213 -4.808 -0.976 -0.174
C -0.543 -5.939 -1.248 -0.521
C 0.071 -7.179 -1.354 -0.626
C 1.446 -7.292 -1.193 -0.481
C 2.211 -6.165 -0.929 -0.600
H -0.246 -3.832 -0.881 0.580
H -1.614 -5.850 -1.377 0.395
H -0.522 -8.059 -1.562 0.406
H 1.922 -8.255 -1.271 0.518
H 3.284 -6.230 -0.805 0.466
F 3.634 -8.771 0.158 -0.313
C 3.675 -8.942 1.499 0.516
C 4.867 -9.304 2.091 -0.578
C 4.903 -9.473 3.467 -0.366
C 3.754 -9.287 4.224 -0.585
C 2.566 -8.925 3.605 -0.508
C 2.521 -8.746 2.230 -0.193
H 5.748 -9.451 1.481 0.424
H 5.830 -9.752 3.949 0.372
H 3.786 -9.423 5.297 0.388
H 1.669 -8.783 4.193 0.381
H 1.608 -8.456 1.727 0.465
F -2.017 -2.938 6.194 -0.337
C -1.305 -2.522 5.131 0.460
C -1.195 -1.167 4.888 -0.645
C -0.456 -0.742 3.794 -0.013
C 0.150 -1.671 2.957 -0.746
C 0.022 -3.029 3.216 -0.415
C -0.706 -3.462 4.315 -0.566
H -1.681 -0.461 5.548 0.471
H -0.360 0.318 3.594 0.354
H 0.724 -1.337 2.102 0.599
H 0.493 -3.752 2.565 0.409
H -0.812 -4.515 4.542 0.470
F -1.826 6.552 -3.359 -0.357
C -1.368 7.412 -2.417 0.413
C -2.280 8.069 -1.617 -0.333
C -1.807 8.942 -0.648 -0.492
C -0.442 9.149 -0.500 -0.575
C 0.455 8.479 -1.320 -0.511
C -0.007 7.597 -2.287 -0.343
H -3.340 7.899 -1.754 0.483
H -2.507 9.463 -0.009 0.410
H -0.079 9.836 0.252 0.420
H 1.518 8.646 -1.211 0.400
H 0.675 7.063 -2.936 0.485
F 3.079 -4.133 2.656 -0.220
C 3.823 -3.225 3.322 0.373
C 5.041 -2.846 2.796 -0.540
C 5.803 -1.911 3.482 -0.349
C 5.343 -1.377 4.679 -0.522
C 4.115 -1.776 5.189 -0.493
C 3.343 -2.704 4.506 -0.310
H 5.385 -3.281 1.867 0.463
H 6.759 -1.601 3.082 0.376
H 5.942 -0.652 5.213 0.388
H 3.756 -1.364 6.123 0.388
H 2.381 -3.022 4.884 0.464

---

[4]
114
Properties=species:S:1:pos:R:3:mulliken_charge:R:1 method="wB97M-V/def2-TZVPD" charge=-1 e_homo_ev="-0.5640 / -3.1735" multiplicity=5 lumo_energy_ha="0.082 / 0.060" orbital_gap_ha="0.1032 / 0.1770" max_force_ev_per_a=2.3
C -1.564 -2.158 -2.763 -1.685
C -1.959 -1.613 -1.389 3.338
C -2.772 -2.642 -0.624 -0.665
C -2.662 -0.263 -1.543 0.170
C -4.048 -0.182 -1.696 -0.708
C -4.651 1.043 -1.960 -1.588
C -3.886 2.190 -2.133 -0.374
C -2.498 2.141 -1.997 0.923
C -1.694 3.441 -2.126 2.558
C -1.895 4.319 -0.896 -1.555
C -2.063 4.182 -3.412 -1.675
C -1.902 0.913 -1.691 -1.631
N -0.472 0.860 -1.498 2.319
N 0.390 0.995 -2.529 -1.358
N 1.618 0.816 -1.978 2.213
C 2.809 0.838 -2.803 -0.708
C 3.358 2.071 -3.196 0.230
C 2.595 3.374 -2.943 1.866
C 1.451 3.544 -3.935 -1.196
C 3.496 4.613 -2.952 -2.173
C 4.591 2.065 -3.847 -0.772
C 5.201 0.869 -4.213 -1.456
C 4.593 -0.346 -3.905 -0.610
C 3.407 -0.378 -3.170 0.358
C 2.748 -1.726 -2.857 1.924
C 3.745 -2.782 -2.373 -1.682
C 1.965 -2.243 -4.063 -1.603
C 1.529 0.692 -0.600 0.473
C 2.690 0.905 0.223 0.344
C 2.666 2.000 1.126 -0.516
C 3.860 2.491 1.651 -0.808
C 5.069 1.849 1.358 -0.589
C 5.069 0.639 0.648 -0.583
C 3.886 0.146 0.115 -0.423
C 0.180 0.727 -0.263 0.658
C -0.492 0.681 0.945 -2.050
H -1.038 -1.402 -3.358 0.423
H -0.913 -3.037 -2.662 0.288
H -2.468 -2.449 -3.316 0.323
H -1.041 -1.433 -0.815 -1.348
H -2.911 -2.315 0.409 0.007
H -3.764 -2.785 -1.068 0.244
H -2.256 -3.608 -0.607 0.381
H -4.656 -1.087 -1.642 0.290
H -5.735 1.110 -2.037 0.361
H -4.359 3.139 -2.386 0.264
H -0.642 3.141 -2.187 -1.373
H -1.678 3.749 0.016 0.301
H -1.243 5.201 -0.920 0.407
H -2.940 4.655 -0.855 0.339
H -1.875 3.546 -4.285 0.372
H -3.128 4.441 -3.405 0.398
H -1.480 5.106 -3.521 0.438
H 2.158 3.287 -1.935 -0.155
H 0.809 2.657 -3.924 0.249
H 0.842 4.423 -3.690 0.273
H 1.847 3.678 -4.950 0.415
H 4.383 4.461 -2.326 0.452
H 3.821 4.844 -3.974 0.350
H 2.948 5.480 -2.564 0.475
H 5.085 3.011 -4.075 0.331
H 6.152 0.885 -4.739 0.370
H 5.054 -1.281 -4.214 0.332
H 2.038 -1.546 -2.039 -0.537
H 4.385 -2.396 -1.571 0.355
H 3.202 -3.655 -1.982 0.422
H 4.390 -3.113 -3.197 0.390
H 1.259 -1.483 -4.419 0.327
H 2.650 -2.481 -4.888 0.373
H 1.399 -3.148 -3.805 0.397
H 1.708 2.480 1.329 0.350
H 3.850 3.385 2.279 0.400
H 6.010 2.271 1.715 0.387
H 6.005 0.088 0.512 0.406
H 3.847 -0.811 -0.406 0.357
H 0.114 0.666 1.840 0.471
H -1.568 0.824 0.987 0.483
C -4.230 2.840 7.245 -0.806
O -4.866 1.691 6.655 -0.455
C -4.143 0.818 5.903 0.751
C -4.887 -0.028 5.039 -0.699
C -4.252 -0.736 4.050 -0.530
C -2.827 -0.762 3.956 -0.151
C -2.151 -1.449 2.908 -1.083
C -0.924 -2.161 3.114 1.239
C -0.528 -2.894 4.332 -0.895
C 0.847 -3.305 4.202 -1.224
C 1.321 -2.879 2.901 -0.649
C 0.234 -2.240 2.201 1.049
Fe -0.285 -4.045 2.756 -0.521
C -0.491 -5.026 1.045 -0.522
C -1.755 -4.958 1.757 -0.755
C -1.560 -5.529 3.074 -1.007
C -0.176 -5.966 3.170 -0.491
C 0.478 -5.658 1.912 -1.032
C -2.101 -0.029 4.947 -0.271
C -2.730 0.768 5.883 -0.596
H -5.077 3.423 7.614 0.244
H -3.576 2.548 8.075 0.295
H -3.663 3.418 6.501 0.354
H -5.967 -0.043 5.149 0.378
H -4.831 -1.323 3.331 0.416
H -2.625 -1.513 1.931 0.177
H -1.162 -2.955 5.207 0.610
H 1.449 -3.782 4.969 0.441
H 2.347 -2.971 2.533 0.575
H 0.279 -1.677 1.272 0.413
H -0.327 -4.735 0.011 0.476
H -2.702 -4.625 1.342 0.490
H -2.333 -5.678 3.826 0.427
H 0.264 -6.497 4.010 0.465
H 1.497 -5.918 1.641 0.424
H -1.015 -0.066 4.919 0.429
H -2.149 1.372 6.585 0.274